# C27H20BrN5V

A structure of composition C27H20BrN5V (ωB97M-V/def2-TZVPD, the OMol25 dataset).

- Lowest unoccupied orbital energy (spin up / spin down): -6.3895 / -6.5837 eV
- Charge: +2
- Gap between HOMO and LUMO (spin up / spin down): 7.29 / 7.09 eV
- 2S+1: 4

Cartesian coordinates (Å):
V (0.09614, -0.05465, 0.08376)
C (-1.30342, 2.38779, 3.53763)
C (-1.71166, 1.40728, 4.42219)
C (-1.56678, 0.07185, 4.06905)
C (-1.01747, -0.24334, 2.84107)
N (-0.62950, 0.71730, 1.96875)
C (-0.77052, 1.99700, 2.32085)
C (-0.79564, -1.65320, 2.40074)
C (-1.05725, -2.78629, 3.15511)
C (-0.75367, -4.02444, 2.60645)
C (-0.19154, -4.12392, 1.34145)
C (0.04647, -2.95434, 0.63634)
N (-0.27478, -1.77369, 1.17522)
C (0.67907, -2.86540, -0.71383)
C (1.05678, -3.98466, -1.43056)
C (1.67010, -3.82103, -2.66595)
C (1.88740, -2.54400, -3.14816)
C (1.47332, -1.46985, -2.37890)
N (0.87981, -1.61431, -1.19206)
H (-1.39283, 3.43781, 3.77524)
H (-2.13700, 1.67089, 5.38104)
H (-1.87808, -0.70600, 4.75028)
H (-0.43881, 2.72815, 1.59393)
H (-1.47767, -2.72207, 4.14742)
H (-0.94675, -4.92315, 3.17674)
H (0.05682, -5.09173, 0.93262)
H (0.88269, -4.97575, -1.03888)
H (1.97457, -4.68694, -3.23803)
H (2.36637, -2.37270, -4.10118)
H (1.61929, -0.45071, -2.71514)
Br (5.91423, 4.37537, -0.39758)
C (4.23759, 3.56999, -0.60555)
C (3.30269, 4.13637, -1.46639)
C (2.06054, 3.54995, -1.62797)
C (1.75243, 2.38997, -0.92387)
C (2.69219, 1.83127, -0.06651)
C (3.93786, 2.41340, 0.09995)
N (0.50631, 1.69967, -1.01092)
C (-0.46228, 2.08386, -1.75381)
C (-1.69815, 1.28904, -1.75892)
C (-2.78358, 1.64435, -2.53648)
C (-3.92332, 0.85005, -2.49611)
C (-3.92908, -0.26601, -1.67975)
C (-2.79915, -0.55567, -0.92919)
N (-1.69984, 0.19800, -0.95891)
H (3.55037, 5.03753, -2.00948)
H (1.35516, 4.01307, -2.30382)
H (2.47380, 0.92419, 0.49445)
H (4.66481, 1.97450, 0.76807)
H (-0.41409, 2.96986, -2.38065)
H (-2.73715, 2.52582, -3.16139)
H (-4.78838, 1.10300, -3.09362)
H (-4.79239, -0.91264, -1.61623)
H (-2.76601, -1.42083, -0.27851)

Results of the natural (NBO) charge analysis, in e, for atoms 1 through 2: number 1, V, carries 1.30; number 2, C, carries -0.22

# C18H26BrNO3S

The molecule C18H26BrNO3S in a non-equilibrium geometry (ωB97M-V/def2-TZVPD, the OMol25 dataset).

- Lowest unoccupied orbital energy: 0.5838 eV
- SMILES: O=S1(=O)CCOC[C@H](CC2CCCCC2)N1Cc1ccccc1Br
- Gap between HOMO and LUMO: 9.60 eV

Cartesian coordinates (Å):
O (-0.90626, -1.04798, 2.33073)
S (-0.50115, -1.94534, 1.29109)
O (0.75717, -2.61009, 1.45075)
N (-0.44638, -1.05629, -0.11214)
C (0.21239, -1.64180, -1.26598)
C (1.66052, -1.91671, -0.97088)
C (2.54441, -0.85499, -0.82825)
C (3.88040, -1.06326, -0.53912)
C (4.36261, -2.35209, -0.39349)
C (3.50302, -3.42694, -0.53060)
C (2.16930, -3.19850, -0.81113)
Br (1.03423, -4.71088, -0.94898)
H (3.86255, -4.43744, -0.40859)
H (5.40306, -2.52614, -0.16566)
H (4.54368, -0.21948, -0.42491)
H (2.16254, 0.14862, -0.93555)
H (0.14789, -0.92030, -2.08621)
H (-0.28007, -2.56480, -1.59544)
C (-1.60699, -0.20491, -0.30030)
C (-1.24819, 1.13450, -0.96387)
H (-0.38041, 1.01198, -1.61380)
C (-0.95343, 2.24345, 0.05310)
C (-0.78176, 3.58875, -0.65757)
C (-0.53311, 4.70563, 0.35217)
C (0.70061, 4.40071, 1.19565)
C (0.54190, 3.05629, 1.89934)
C (0.29338, 1.94356, 0.88507)
H (0.17945, 0.99080, 1.40267)
H (1.15804, 1.86794, 0.22104)
H (1.43818, 2.83025, 2.47974)
H (-0.29969, 3.10521, 2.59306)
H (0.85267, 5.19304, 1.93141)
H (1.58174, 4.37113, 0.54999)
H (-1.40296, 4.80005, 1.00586)
H (-0.40334, 5.65548, -0.17129)
H (-1.67471, 3.81548, -1.24526)
H (0.06442, 3.52923, -1.34676)
H (-1.81053, 2.32027, 0.73086)
H (-2.08300, 1.45046, -1.59346)
H (-1.95551, -0.00634, 0.71770)
C (-2.75350, -0.93694, -1.02127)
H (-2.40822, -1.35789, -1.97666)
H (-3.55795, -0.22572, -1.22397)
O (-3.36577, -1.93509, -0.23512)
C (-2.68071, -3.15586, -0.09271)
C (-1.79521, -3.24095, 1.14397)
H (-1.26774, -4.18979, 1.17058)
H (-2.38598, -3.11071, 2.04639)
H (-3.46482, -3.91676, 0.00613)
H (-2.10675, -3.38882, -0.99830)

Results of the natural (NBO) charge analysis, in e, for atoms 1 through 2: number 1, O, carries -0.95; number 2, S, carries 2.32

# C3H9NO2

A cluster of 2 separate species, C3H9NO2 in total (ωB97M-V/def2-TZVPD, the OMol25 dataset).

- Lowest unoccupied orbital energy: 0.6538 eV
- SMILES: CC(=O)O.CN
- Gap between HOMO and LUMO: 9.91 eV
- Energy above the lowest of the compared OMol25 structures with the same formula, charge and spin: 25.1 kcal per mole

Cartesian coordinates (Å):
C (-2.42275, -1.24139, -0.64694)
C (-1.00750, -1.19148, -1.18909)
O (-0.15654, -0.34358, -0.54787)
O (-0.60054, -1.88162, -2.07258)
H (-3.17410, -1.00253, -1.38129)
H (-2.56278, -0.54192, 0.15938)
H (-2.53502, -2.25661, -0.28183)
C (1.82152, 2.24818, 1.26381)
N (2.00847, 1.58798, 2.55719)
H (2.95793, 1.29824, 2.72292)
H (1.68298, 2.15169, 3.32552)
H (-0.65628, 0.25532, 0.02237)
H (1.81799, 3.33480, 1.32147)
H (0.89351, 1.88497, 0.82823)
H (2.58282, 1.92175, 0.56482)

Results of the natural (NBO) charge analysis, in e, for atoms 1 through 2: number 1, C, carries -0.73; number 2, C, carries 0.79

# C52H31I4N7OSW

A structure of composition C52H31I4N7OSW (ωB97M-V/def2-TZVPD, the OMol25 dataset).

- Lowest unoccupied orbital energy (spin up / spin down): -1.3964 / -1.3983 eV
- Gap between HOMO and LUMO (spin up / spin down): 5.48 / 5.49 eV

Cartesian coordinates (Å):
W (-0.01641, -0.21359, -0.41604)
I (7.89197, -0.42066, 5.57026)
C (6.19109, -0.39872, 4.36985)
C (4.93429, -0.43356, 4.95642)
C (3.80527, -0.41753, 4.15111)
C (3.91838, -0.36640, 2.76612)
C (5.18434, -0.32841, 2.19506)
C (6.32126, -0.34586, 2.99029)
C (2.68287, -0.34019, 1.92679)
C (2.11870, 0.89299, 1.65728)
C (2.67050, 2.14298, 2.08489)
C (1.84847, 3.11798, 1.62863)
C (0.77867, 2.46657, 0.93477)
C (-0.34660, 3.12472, 0.43799)
C (-0.31874, 4.61482, 0.43580)
C (0.49529, 5.28058, -0.47544)
C (0.55373, 6.66580, -0.49820)
C (-0.20739, 7.39538, 0.40362)
I (-0.12990, 9.47567, 0.37440)
C (-1.02123, 6.74839, 1.32193)
C (-1.07248, 5.36260, 1.33340)
C (-1.49808, 2.47241, 0.04712)
N (-1.68702, 1.10368, -0.03256)
C (-3.02793, 0.94546, -0.28399)
C (-3.67016, -0.26629, -0.39162)
C (-5.12486, -0.27806, -0.71369)
C (-5.53973, -0.02628, -2.01792)
C (-6.88892, -0.02816, -2.33927)
C (-7.82779, -0.28337, -1.34996)
I (-9.85487, -0.28821, -1.83030)
C (-7.42956, -0.53577, -0.04551)
C (-6.07777, -0.53056, 0.26633)
C (-2.99793, -1.46983, -0.23016)
C (-3.64629, -2.73490, -0.43206)
C (-2.68934, -3.67846, -0.34554)
C (-1.45671, -3.00134, -0.05581)
N (-1.66264, -1.63097, 0.02716)
C (-0.28321, -3.69567, 0.15486)
C (0.85413, -3.08642, 0.67248)
C (1.99719, -3.76779, 1.19613)
C (2.78617, -2.81460, 1.74904)
C (2.14208, -1.55466, 1.51921)
N (0.95729, -1.74103, 0.85141)
C (-0.25125, -5.15856, -0.12371)
C (-0.26411, -6.09823, 0.90023)
C (-0.23106, -7.45569, 0.61523)
C (-0.18255, -7.87428, -0.70611)
I (-0.12546, -9.90985, -1.14159)
C (-0.17132, -6.94952, -1.73993)
C (-0.20508, -5.59464, -1.44472)
C (-3.67962, 2.21902, -0.40540)
C (-2.73317, 3.15971, -0.22346)
N (0.95963, 1.11004, 0.93846)
H (4.83396, -0.47377, 6.03229)
H (2.82207, -0.44561, 4.60496)
H (5.28284, -0.27397, 1.11958)
H (7.30105, -0.31491, 2.53347)
H (3.57093, 2.25372, 2.66668)
H (1.93931, 4.18224, 1.76858)
H (1.09484, 4.70559, -1.17034)
H (1.18858, 7.17146, -1.21287)
H (-1.60867, 7.31908, 2.02815)
H (-1.70453, 4.85499, 2.05201)
H (-4.79231, 0.16435, -2.77936)
H (-7.20643, 0.16587, -3.35476)
H (-8.16601, -0.73102, 0.72181)
H (-5.75859, -0.72350, 1.28347)
H (-4.69900, -2.86465, -0.61910)
H (-2.79549, -4.74665, -0.43570)
H (2.15708, -4.83280, 1.17327)
H (3.72071, -2.94626, 2.26910)
H (-0.30826, -5.76587, 1.93029)
H (-0.24771, -8.17900, 1.41884)
H (-0.13569, -7.27829, -2.76943)
H (-0.20024, -4.86349, -2.24442)
H (-4.73152, 2.35804, -0.59097)
H (-2.85164, 4.23019, -0.24079)
N (-2.43236, 0.12046, -4.16415)
C (-1.42053, 0.19995, -3.23558)
S (-0.70791, -1.27096, -2.65227)
N (-1.05707, 1.38833, -2.85616)
N (0.05426, 1.27246, -1.99917)
C (1.04511, 2.01483, -2.34078)
C (2.38599, 1.82122, -1.85822)
C (3.38645, 2.78062, -2.07778)
C (4.70649, 2.49265, -1.83168)
C (5.05454, 1.19627, -1.42411)
C (4.09811, 0.22920, -1.23139)
C (2.73374, 0.53604, -1.39952)
O (1.83302, -0.38968, -1.16918)
H (-2.51599, -0.76465, -4.63553)
H (-2.52690, 0.93638, -4.74971)
H (0.86444, 2.72676, -3.14367)
H (3.10120, 3.75571, -2.45776)
H (5.47240, 3.23998, -1.98519)
H (6.09840, 0.95070, -1.26744)
H (4.34918, -0.78272, -0.93877)

Results of the Mulliken charge analysis, in e, for atoms 1 through 2: number 1, W, carries 2.22; number 2, I, carries 0.10